Entry 1:
{
  "formula": "C43H40BCaN14O4S2",
  "method": "ωB97M-V/def2-TZVPD",
  "e_above_lowest_kcal_mol": 12.20,
  "s_squared": 0.80,
  "total_charge": -2,
  "lumo_ev": [3.9, 2.8],
  "largest_force_ha_per_bohr": 0.0088,
  "total_energy_ha": -4229.345569,
  "spin_multiplicity": 2,
  "elements": ["Ca", "S", "S", "O", "O", "O", "O", "N", "N", "N", "N", "N", "N", "N", "N", "N", "N", "N", "N", "N", "N", "C", "C", "C", "C", "C", "C", "C", "C", "C", "C", "C", "C", "C", "C", "C", "C", "C", "C", "C", "C", "C", "C", "C", "C", "C", "C", "C", "C", "C", "C", "C", "C", "C", "C", "C", "C", "C", "C", "C", "C", "C", "C", "C", "B", "H", "H", "H", "H", "H", "H", "H", "H", "H", "H", "H", "H", "H", "H", "H", "H", "H", "H", "H", "H", "H", "H", "H", "H", "H", "H", "H", "H", "H", "H", "H", "H", "H", "H", "H", "H", "H", "H", "H", "H"],
  "positions_angstrom": [[-0.01500, 0.73632, 0.60404], [-3.15575, 0.34602, 0.01005], [-0.86650, -1.85923, -0.99712], [-0.43814, -0.81797, 2.09183], [-0.98236, -6.35500, -2.21632], [1.64845, 0.11467, -0.89437], [-1.01605, -2.32423, 3.64478], [2.10105, -2.12656, 0.55736], [4.75707, -3.78549, -3.26926], [-1.42813, 2.51949, 1.95981], [-0.70275, 2.50167, -1.19837], [1.50495, 2.95935, 0.59346], [0.88681, 4.15218, 0.72493], [-1.10194, 6.82835, 1.24902], [4.24554, -4.89603, -3.52135], [1.58484, 1.02013, 2.85726], [-1.43164, 3.86358, 1.74603], [-0.79279, 5.91184, 0.30504], [-4.82237, -6.43691, -1.33327], [-7.63503, -3.75567, 0.01285], [-1.15456, 3.69799, -0.75347], [4.06551, -1.52547, -3.01658], [1.04561, -1.15265, 3.90790], [0.30976, -6.05375, -2.52683], [-2.76873, 3.51276, 3.45733], [-0.41804, 7.88425, -0.61354], [1.79857, -4.36582, -3.37874], [-5.17610, -3.05180, -0.34242], [2.48814, -0.72007, -1.34011], [3.44390, -3.04087, -1.24371], [-1.10316, 0.97589, -3.07383], [2.17945, -3.27622, 1.17783], [2.88781, -5.21660, -3.16378], [-2.52477, 0.93667, 3.53072], [3.02966, 4.53196, 1.08434], [-1.35676, 2.23604, -2.31855], [-1.22136, -7.54530, -1.49132], [-0.36421, 6.52553, -0.81815], [-1.16884, 9.26769, 1.47587], [2.65938, -6.49675, -2.69319], [2.79877, 3.17487, 0.79082], [-4.54626, -5.34437, -1.09474], [-4.80213, -1.75945, -0.09200], [3.28280, -0.50330, -2.47990], [-0.26144, -1.47688, 3.15925], [-2.27647, 3.26283, -2.60332], [-2.48185, -2.23487, -0.73708], [-2.23190, 4.47640, 2.63775], [-2.23856, 2.29748, 2.98889], [4.08041, -2.79923, -2.49512], [1.37900, -6.91953, -2.34729], [3.55868, -4.24410, -0.51355], [1.78405, 5.11156, 1.03263], [-3.47163, -1.27988, -0.27815], [3.79928, 2.07211, 0.65948], [-0.89263, 8.01639, 0.70420], [-4.20084, -3.98624, -0.81184], [-2.90916, -3.56974, -0.99182], [0.52392, -4.78441, -3.06651], [-2.12041, 4.15936, -1.57477], [1.31106, 0.33250, 4.11689], [2.68768, -2.00343, -0.65317], [2.90620, -4.37229, 0.67935], [-6.53680, -3.44853, -0.14512], [-0.64225, 4.37952, 0.53551], [-3.48556, 0.94705, 4.04771], [-2.16272, -4.26968, -1.34576], [2.14567, 0.42940, 4.82895], [-0.04187, 5.94860, -1.66853], [-0.97948, -8.42967, -2.09051], [4.14965, 1.72037, 1.63365], [3.50520, -7.16332, -2.57497], [-3.46228, 3.65235, 4.26924], [3.22649, 0.46330, -2.96448], [-0.15484, 8.66438, -1.30785], [4.15896, -5.05503, -0.90490], [1.23343, -7.91268, -1.94738], [4.62780, -1.35066, -3.92801], [-0.32210, -4.11933, -3.17899], [-2.61258, 5.09659, -1.37871], [-2.34969, 5.54351, 2.61376], [-1.04259, 1.17449, -4.14625], [1.94663, -3.36543, -3.76008], [-2.23853, 9.39743, 1.64968], [-0.63508, -7.56345, -0.56788], [-2.28137, -7.54878, -1.25144], [2.94951, -5.29383, 1.24578], [3.35508, 1.23642, 0.12186], [-1.76454, 0.62256, 4.24700], [0.44414, 0.81135, 4.58194], [-0.67684, 9.24106, 2.44859], [-0.80753, 10.14178, 0.93358], [1.47673, 6.13406, 1.17569], [1.65067, -3.36103, 2.12192], [-5.53625, -1.04786, 0.26096], [1.91459, 1.96431, 3.01878], [-2.96000, 3.32335, -3.43303], [2.30649, 0.52237, 2.34155], [-0.16892, 0.52283, -2.74317], [1.02930, -1.65593, 4.87664], [1.87781, -1.56541, 3.32950], [4.67532, 2.41634, 0.10684], [-2.54942, 0.18189, 2.74853], [3.97233, 5.01418, 1.28139], [-1.90470, 0.25538, -2.89818]]
}

Entry 2:
{
  "formula": "C43H40BrN5O3PSTi",
  "method": "ωB97M-V/def2-TZVPD",
  "e_above_lowest_kcal_mol": 6.61,
  "total_charge": 3,
  "lumo_ev": -9.5,
  "largest_force_ha_per_bohr": 0.0186,
  "total_energy_ha": -6324.414195,
  "elements": ["Br", "Ti", "S", "P", "O", "O", "O", "N", "N", "N", "N", "N", "C", "C", "C", "C", "C", "C", "C", "C", "C", "C", "C", "C", "C", "C", "C", "C", "C", "C", "C", "C", "C", "C", "C", "C", "C", "C", "C", "C", "C", "C", "C", "C", "C", "C", "C", "C", "C", "C", "C", "C", "C", "C", "C", "H", "H", "H", "H", "H", "H", "H", "H", "H", "H", "H", "H", "H", "H", "H", "H", "H", "H", "H", "H", "H", "H", "H", "H", "H", "H", "H", "H", "H", "H", "H", "H", "H", "H", "H", "H", "H", "H", "H", "H"],
  "positions_angstrom": [[-0.78529, -2.37935, 1.44651], [0.00854, 0.06548, -0.12558], [3.29163, -0.95838, -3.36970], [-0.83760, 2.03207, 1.47677], [-1.78855, 2.01735, -3.06984], [2.36175, -0.19260, 3.42324], [-0.54296, 1.12195, -1.41854], [1.89933, -2.65498, -1.88620], [-2.46817, 0.15616, -0.15428], [-0.78738, -1.68374, -1.15095], [1.54933, 0.05669, 1.36045], [1.72333, -0.33440, -1.39646], [-3.04659, 4.61323, -0.80643], [3.20986, 0.71547, -2.89975], [-1.01878, -1.76104, -2.46951], [1.04562, 4.46223, 4.10576], [-1.37440, 3.40737, 0.44735], [2.08597, 3.67998, 4.58984], [2.52310, -1.11247, 1.32877], [2.23536, 2.09922, -1.18785], [-1.76934, -3.84621, -0.84366], [2.94293, 3.17108, -1.70409], [-2.64110, -0.02532, 4.43904], [-5.15207, 0.29152, -0.90271], [-4.17133, 0.88594, -1.68950], [-1.87418, -2.90438, -4.53309], [-2.85948, 0.79336, -1.26624], [-1.77887, 0.41523, 3.45122], [-2.70040, 3.57869, 0.05013], [-1.64117, -2.85665, -3.05418], [-0.40163, 4.29364, -0.02116], [-3.25514, 2.25035, 2.95494], [1.74626, 0.57681, 2.55650], [2.35548, 0.86335, -1.81275], [-2.08896, 1.54242, 2.68563], [2.57459, -1.48163, 2.80127], [-4.11822, 1.80684, 3.94904], [-4.76667, -0.34723, 0.26206], [0.42485, 2.71064, 2.56958], [-3.41982, -0.39411, 0.60515], [-1.76370, 1.42270, -2.05197], [-1.16202, -2.69952, -0.38183], [2.19512, -1.35417, -2.09899], [-0.75110, 5.31623, -0.88589], [3.91689, -0.74948, 0.78314], [1.46406, 1.92413, 3.06386], [3.76951, 3.01918, -2.81945], [4.63645, 0.32445, 1.59061], [3.92126, 1.78583, -3.42546], [-2.07244, 5.47736, -1.28187], [2.28928, 2.40764, 4.08316], [-2.00993, -3.90694, -2.21204], [-3.82336, 0.66720, 4.68035], [0.21034, 3.97525, 3.11247], [4.76192, -2.02295, 0.68963], [2.73349, 4.05617, 5.36928], [-4.49645, 0.33335, 5.45674], [-2.36252, -1.99722, -4.88576], [-3.49448, 3.16456, 2.42853], [-5.49168, -0.80878, 0.91682], [-4.07941, 4.74598, -1.09312], [2.08108, -1.92451, 0.74394], [-2.50199, -3.75092, -4.79863], [1.78242, -2.14658, 3.15250], [1.51274, -2.94548, -1.00313], [-2.49024, -4.78291, -2.62769], [4.08693, 1.26800, 1.61832], [-0.61307, 4.58586, 2.76646], [4.58036, 1.66441, -4.27228], [-2.34422, 6.28449, -1.94645], [4.21374, -2.85273, 0.24070], [3.54280, -1.84091, 3.14160], [4.84635, 0.01122, 2.61281], [-2.38940, -0.89127, 5.03423], [4.31491, 3.86849, -3.20192], [-0.92691, -3.00612, -5.06279], [-0.83738, -0.11018, 3.30623], [-4.40092, 1.41702, -2.60210], [-6.19191, 0.33655, -1.19352], [3.79768, -0.35588, -0.22165], [-0.67963, -0.91683, -3.06159], [-5.01576, 2.36877, 4.16175], [3.09496, 1.79817, 4.46204], [0.87652, 5.45009, 4.50941], [5.59821, 0.54066, 1.12829], [-3.10385, -0.87151, 1.52081], [5.12310, -2.35183, 1.66274], [2.86621, 4.13872, -1.22844], [0.62930, 4.21487, 0.30278], [-2.05171, -4.64577, -0.17564], [0.00524, 6.00146, -1.24149], [1.62826, 2.24293, -0.29866], [2.43454, -3.35955, -2.37063], [5.64295, -1.84621, 0.07491], [-3.47841, 2.92002, 0.40958]]
}

Entry 3:
{
  "formula": "C43H40N4O5PS2Se2Ta",
  "method": "ωB97M-V/def2-TZVPD",
  "e_above_lowest_kcal_mol": 35.17,
  "total_charge": 0,
  "lumo_ev": -1.0,
  "largest_force_ha_per_bohr": 0.0243,
  "total_energy_ha": -8255.617400,
  "elements": ["Ta", "Se", "Se", "S", "S", "P", "O", "O", "O", "O", "O", "N", "N", "N", "N", "C", "C", "C", "C", "C", "C", "C", "C", "C", "C", "C", "C", "C", "C", "C", "C", "C", "C", "C", "C", "C", "C", "C", "C", "C", "C", "C", "C", "C", "C", "C", "C", "C", "C", "C", "C", "C", "C", "C", "C", "C", "C", "C", "H", "H", "H", "H", "H", "H", "H", "H", "H", "H", "H", "H", "H", "H", "H", "H", "H", "H", "H", "H", "H", "H", "H", "H", "H", "H", "H", "H", "H", "H", "H", "H", "H", "H", "H", "H", "H", "H", "H", "H"],
  "positions_angstrom": [[-0.39054, -1.09728, -0.03357], [-1.37318, 1.07721, -2.24294], [-0.96897, 1.06158, 1.34900], [-1.17329, -3.15364, 1.08338], [-2.92822, -1.02033, -0.43090], [-1.97435, 1.99179, -0.40456], [-1.20647, -6.43103, -4.37095], [0.54550, -6.31606, -3.02226], [1.58613, -4.42887, -1.37989], [0.97262, -2.38439, -0.75015], [1.41068, 0.27501, -1.44107], [-0.97164, -2.29173, -2.45311], [2.90601, 0.33814, -3.15380], [2.55232, 2.19234, -1.77945], [-1.96086, -2.49150, -3.30604], [-3.44344, -3.74209, 2.47433], [-6.01066, 2.01997, -1.02597], [-1.42207, 4.46534, -1.55309], [-3.78033, 2.07913, -0.14442], [1.19580, -1.00370, 1.62849], [1.36128, -3.92677, 4.72988], [-0.87682, -4.39208, -3.26791], [2.05661, 2.76377, -0.54108], [-0.73836, 6.42533, -0.34175], [-3.63986, -1.98746, 0.83295], [4.40441, 0.83674, 1.55182], [3.58870, 2.51235, -3.96903], [3.45031, 3.03462, -2.55330], [2.25270, 0.90415, -2.10237], [2.25354, -2.98284, 2.70557], [-5.64149, 2.56895, 1.28671], [3.94245, 1.03982, -3.88929], [-0.52596, -5.80383, -3.59786], [0.32293, -1.99806, 3.74094], [-1.05394, 5.80201, -1.54067], [2.11180, -0.05098, 1.44249], [-4.27518, 2.42143, 1.10883], [-4.64473, 1.87177, -1.21102], [-6.50789, 2.37569, 0.21993], [1.26389, -2.00070, 2.70838], [-2.86384, -2.93610, 1.49628], [-0.30271, -3.43213, -2.39784], [0.83887, -3.47069, -1.45058], [3.32397, 0.25758, 2.22388], [5.62597, 1.03635, 3.60760], [4.55827, 0.46671, 4.28612], [2.29951, -3.93964, 3.70848], [-1.48749, 3.75378, -0.36020], [-1.95099, -3.73026, -3.82310], [5.54877, 1.21464, 2.23312], [2.68998, -1.05635, -3.48679], [0.37582, -2.94855, 4.74599], [-0.81113, 5.71739, 0.84945], [-5.55427, -2.64677, 2.13347], [-4.78157, -3.59698, 2.79273], [-4.98797, -1.84504, 1.15848], [-1.19204, 4.38479, 0.84444], [3.41793, 0.07277, 3.60280], [-4.23706, 1.57660, -2.16961], [-5.22604, -4.22009, 3.55773], [-7.57428, 2.49679, 0.36054], [1.98456, -1.47246, -2.78191], [-2.61619, -1.74226, -3.46259], [4.00855, 0.59778, -4.88352], [-3.59142, 2.54570, 1.94002], [2.29150, -1.15374, -4.49994], [-6.68776, 1.85218, -1.85375], [-1.00842, 6.35740, -2.46895], [-6.02871, 2.83269, 2.26256], [2.82922, 2.75415, 0.23505], [-1.64536, 3.96084, -2.48551], [1.99139, 0.62179, 0.60348], [2.63954, 2.62264, -4.49732], [3.04081, 4.04683, -2.55855], [-0.35918, -2.93415, 5.54162], [2.98060, -2.99042, 1.90242], [-0.56618, 6.20046, 1.78659], [4.91574, 0.90994, -3.39926], [2.58465, -0.36710, 4.13491], [1.00095, -5.68191, -2.41337], [4.61046, 0.33646, 5.35997], [4.43467, 3.07765, -2.07031], [-6.60144, -2.52734, 2.38108], [6.51192, 1.34727, 4.14642], [-2.82478, -4.47884, 2.97263], [3.62797, -1.61241, -3.41926], [-0.45135, -1.23845, 3.74574], [-1.24441, 3.82656, 1.76975], [6.37707, 1.65854, 1.69438], [1.20216, 2.19535, -0.19002], [1.39331, -4.67748, 5.50927], [-5.57253, -1.09413, 0.64010], [-0.42947, 7.46268, -0.33351], [4.33510, 0.98106, 0.47788], [-2.67871, -4.08900, -4.53108], [4.35644, 3.07035, -4.50379], [1.74047, 3.79329, -0.71174], [3.06969, -4.70056, 3.69122]]
}

Entry 4:
{
  "formula": "C43H40N5O6PReS3",
  "method": "ωB97M-V/def2-TZVPD",
  "e_above_lowest_kcal_mol": 9.10,
  "s_squared": 0.76,
  "total_charge": 2,
  "lumo_ev": [-5.1, -6.2],
  "largest_force_ha_per_bohr": 0.0132,
  "total_energy_ha": -4001.679010,
  "spin_multiplicity": 2,
  "elements": ["Re", "S", "S", "S", "P", "O", "O", "O", "O", "O", "O", "N", "N", "N", "N", "N", "C", "C", "C", "C", "C", "C", "C", "C", "C", "C", "C", "C", "C", "C", "C", "C", "C", "C", "C", "C", "C", "C", "C", "C", "C", "C", "C", "C", "C", "C", "C", "C", "C", "C", "C", "C", "C", "C", "C", "C", "C", "C", "C", "H", "H", "H", "H", "H", "H", "H", "H", "H", "H", "H", "H", "H", "H", "H", "H", "H", "H", "H", "H", "H", "H", "H", "H", "H", "H", "H", "H", "H", "H", "H", "H", "H", "H", "H", "H", "H", "H", "H", "H"],
  "positions_angstrom": [[0.76324, -0.04233, 0.66086], [-0.00495, -0.87761, 5.28691], [3.87608, 3.15725, 2.24178], [-1.37094, -1.00467, 0.14590], [0.76848, 0.44812, -1.82936], [-0.32002, 1.69362, 0.88127], [-6.76042, 2.42510, 2.11114], [2.61656, -0.50670, 0.14169], [3.44006, -2.50238, -0.46885], [-6.64827, 3.40156, 0.12625], [0.97983, -2.13472, 1.05017], [-1.60015, 2.55880, 2.60748], [2.15623, 1.38417, 1.57741], [3.50227, 2.15544, -0.21388], [-1.03228, -2.06254, 3.13787], [0.48079, -0.26312, 2.83957], [-0.33538, 4.76937, -3.03945], [1.98759, -4.17487, 2.56183], [2.04563, 1.57245, 2.95219], [2.04503, -6.53860, 2.96848], [0.41127, -1.57449, -3.73743], [1.00122, -5.71211, 0.97442], [2.42575, 0.21730, -2.57929], [4.72564, -0.47448, -4.01789], [-2.76182, 0.09635, 0.29015], [3.13653, 2.12544, 1.07819], [0.90971, -3.26907, 0.53182], [0.40135, -3.47365, -0.84828], [3.31448, -0.74889, -2.09051], [0.64713, 3.22941, -1.47512], [-1.69886, -2.24669, -4.67328], [2.71760, 0.83736, -3.79080], [-2.85810, 1.35469, -0.29423], [-0.80162, 2.62109, 1.57811], [3.86609, 0.50805, -4.49666], [-6.22841, 2.51036, 1.04400], [-0.32483, -2.39543, -4.58114], [0.29144, 2.15048, -2.28409], [-0.19583, -1.12721, 3.58768], [-3.99311, 2.13066, -0.09671], [0.33890, 4.52814, -1.85019], [3.10866, -1.38478, -0.75560], [2.86113, 2.50733, 3.47224], [1.16820, 0.64420, 3.64892], [1.02340, 0.47143, 4.97331], [-5.04213, 1.66290, 0.68409], [-2.12043, 1.33593, 3.20404], [1.36722, -6.77601, 1.78088], [4.44285, -1.10919, -2.81883], [-4.96614, 0.38566, 1.23174], [-1.60236, -0.45373, -3.07580], [-2.33534, -1.26820, -3.92154], [-0.37346, 2.40730, -3.48600], [-2.06567, 3.80001, 3.23718], [2.36103, -5.24009, 3.35698], [-3.84412, -0.39441, 1.02592], [-0.68703, 3.70629, -3.85794], [1.29927, -4.40515, 1.36559], [-0.21867, -0.59679, -2.96528], [3.32877, 1.31749, -0.75158], [-1.77956, 1.27126, 4.23883], [-1.78697, 0.47441, 2.64076], [-1.20202, 3.88552, -4.79226], [4.31576, 2.69006, -0.47194], [4.08050, 1.00627, -5.43268], [0.19963, -2.52381, -1.32993], [-6.23916, 3.23921, -0.73141], [-1.75296, 4.65971, 2.65101], [-0.57555, 5.78302, -3.33183], [1.13122, -7.78791, 1.48238], [-3.40631, -1.13450, -3.99837], [2.33930, -7.37169, 3.59322], [-0.55944, 3.63826, 1.25640], [-2.12140, 0.31202, -2.52323], [5.61365, -0.73948, -4.57561], [2.03941, 1.57301, -4.20322], [1.50309, 1.00574, 5.77586], [-2.04418, 1.75540, -0.88115], [0.63542, 5.35617, -1.21853], [1.18936, 3.06283, -0.55957], [-3.20916, 1.37913, 3.18568], [1.13201, -4.04483, -1.42039], [5.09689, -1.87369, -2.42021], [0.18405, -3.14223, -5.17596], [-1.65469, 3.87338, 4.24323], [2.95969, 2.81548, 4.49928], [-1.17627, -2.16591, 2.14216], [-3.79252, -1.38335, 1.46367], [2.25107, -3.16210, 2.83556], [-0.52951, -4.04534, -0.82236], [1.48416, -1.70634, -3.69604], [-1.43896, -2.72811, 3.77212], [-5.78667, 0.02748, 1.83958], [-4.02808, 3.12450, -0.52978], [-2.27144, -2.88022, -5.33753], [-3.15280, 3.78166, 3.29565], [2.90987, -5.06925, 4.27321], [-0.65497, 1.59227, -4.14003], [0.47847, -5.90390, 0.04701]]
}